Record 1
{
  "formula": "C33H24Cl3CoN6O4S",
  "method": "ωB97M-V/def2-TZVPD",
  "symbols": ["Co", "C", "C", "C", "C", "C", "N", "C", "C", "C", "C", "C", "C", "C", "N", "C", "C", "C", "N", "C", "C", "N", "C", "C", "C", "N", "H", "H", "H", "H", "H", "H", "H", "H", "H", "H", "H", "H", "H", "H", "H", "H", "H", "H", "Cl", "C", "C", "C", "Cl", "C", "O", "C", "Cl", "C", "H", "H", "O", "C", "N", "S", "O", "O", "C", "C", "C", "C", "C", "C", "H", "H", "H", "H"],
  "positions_angstrom": [[0.4932, 0.7971, 0.0484], [-4.2069, -4.1488, -0.0528], [-3.2694, -3.0745, 0.4222], [-2.3740, -3.3414, 1.4556], [-1.4763, -2.3926, 1.8764], [-1.4077, -1.1241, 1.2731], [-0.4031, -0.2738, 1.5691], [0.0570, -0.0232, 2.8136], [-0.8162, 0.3245, 3.8645], [-0.3371, 0.8177, 5.0525], [1.0308, 0.9393, 5.2949], [1.5007, 1.5897, 6.5627], [1.9122, 0.5085, 4.3134], [1.4446, 0.0225, 3.1020], [2.3402, -0.4532, 2.1334], [3.4830, -1.1388, 2.3398], [3.9875, -1.4727, 1.1026], [3.0717, -0.9489, 0.1880], [2.0958, -0.3325, 0.8312], [-2.3691, -0.8301, 0.2738], [-3.2639, -1.8096, -0.1422], [-2.4587, 0.4777, -0.2255], [-3.5233, 1.0384, -0.8441], [-3.2721, 2.3870, -0.9655], [-2.0101, 2.5676, -0.3985], [-1.5344, 1.4127, 0.0391], [-4.2563, -4.9550, 0.6778], [-3.8543, -4.5773, -0.9921], [-5.2115, -3.7601, -0.2186], [-2.3868, -4.3154, 1.9256], [-0.7689, -2.6132, 2.6633], [-1.8802, 0.2648, 3.6797], [-1.0317, 1.1418, 5.8179], [0.8492, 1.3100, 7.3896], [1.4552, 2.6751, 6.4525], [2.5260, 1.3152, 6.8011], [2.9807, 0.5783, 4.4673], [3.8431, -1.3562, 3.3262], [4.8865, -2.0058, 0.8770], [3.0647, -0.9924, -0.8839], [-3.9797, -1.5868, -0.9205], [-4.3781, 0.4668, -1.1409], [-3.8964, 3.1346, -1.4132], [-1.4295, 3.4621, -0.2954], [6.4028, 2.9189, -3.6668], [5.0021, 2.8382, -2.6609], [5.1162, 2.3507, -1.3723], [3.9846, 2.2873, -0.5874], [4.1874, 1.8721, 1.0741], [2.6750, 2.6102, -1.0372], [1.6167, 2.4133, -0.3452], [2.6781, 3.2448, -2.3158], [1.2343, 3.9935, -2.8568], [3.7926, 3.3330, -3.1212], [6.0677, 2.0280, -0.9768], [3.7094, 3.8054, -4.0878], [-0.1977, -2.5044, -1.1811], [-0.2921, -1.4929, -1.8574], [0.3841, -0.3481, -1.6655], [0.2024, 0.7022, -2.9034], [-0.5347, 1.8724, -2.5163], [1.4385, 0.9183, -3.6069], [-0.9555, -0.2953, -3.8353], [-1.6938, -0.0076, -4.9578], [-2.7008, -0.8936, -5.3204], [-2.9616, -2.0154, -4.5431], [-2.2169, -2.2881, -3.4039], [-1.1978, -1.4134, -3.0589], [-1.4879, 0.8882, -5.5227], [-3.2950, -0.6933, -6.2001], [-3.7608, -2.6834, -4.8328], [-2.4235, -3.1460, -2.7814]],
  "mulliken_spin": [1.039, 0.000, 0.000, 0.000, -0.006, 0.008, -0.011, -0.002, -0.001, -0.002, 0.000, 0.000, 0.000, -0.024, 0.000, 0.000, -0.003, 0.003, -0.030, 0.007, 0.003, 0.007, 0.002, -0.003, 0.005, -0.026, 0.000, 0.000, 0.000, 0.000, 0.001, 0.000, 0.000, 0.000, 0.000, 0.000, 0.000, 0.000, 0.000, -0.001, 0.000, 0.000, 0.000, 0.000, 0.000, 0.001, -0.001, 0.003, 0.000, -0.007, -0.009, 0.003, 0.000, -0.001, 0.000, 0.000, 0.011, 0.003, 0.017, 0.013, -0.002, -0.001, 0.002, 0.001, 0.001, 0.000, 0.001, -0.001, 0.000, 0.000, 0.000, 0.000],
  "s2": 0.7640,
  "total_charge": -1,
  "e_lumo_ev": [2.58, 2.58],
  "spin_multiplicity": 2,
  "energy_ev": -137772.902,
  "largest_force_ev_per_a": 3.162
}

Record 2
{
  "formula": "C33H24Cl8InN2O2",
  "method": "ωB97M-V/def2-TZVPD",
  "symbols": ["In", "Cl", "C", "C", "C", "C", "O", "C", "C", "N", "C", "C", "C", "C", "C", "C", "C", "C", "N", "C", "C", "H", "H", "H", "H", "H", "H", "H", "H", "H", "H", "Cl", "C", "Cl", "H", "H", "Cl", "C", "C", "Cl", "C", "Cl", "C", "O", "C", "Cl", "C", "Cl", "C", "C", "C", "C", "C", "C", "C", "C", "C", "C", "H", "H", "H", "H", "H", "H", "H", "H", "H", "H", "H", "H"],
  "positions_angstrom": [[-0.3497, 1.9145, -0.3068], [-5.0440, -3.6796, -0.4162], [-3.5921, -2.7914, -0.6898], [-3.2517, -2.3596, -1.9412], [-2.0137, -1.7079, -2.0719], [-1.2847, -1.2769, -0.9882], [0.0054, -0.8236, -1.1325], [-1.8016, -1.5304, 0.2726], [-1.1670, -1.0391, 1.4663], [-0.3682, -0.0266, 1.4676], [0.3274, 0.1303, 2.6545], [0.4336, 1.2959, 3.3887], [1.0980, 1.3668, 4.5790], [1.7989, 0.2973, 5.0554], [1.9274, -0.9153, 4.3521], [2.6966, -2.0244, 4.6515], [2.7125, -3.0842, 3.8676], [1.9189, -3.0763, 2.6496], [1.1263, -2.1143, 2.3060], [1.1636, -1.0013, 3.1042], [-2.8707, -2.3992, 0.3820], [-3.8005, -2.6212, -2.8197], [-1.6808, -1.4363, -3.1085], [-1.4994, -1.3674, 2.4549], [0.0377, 2.1488, 2.9666], [1.1853, 2.3441, 5.1479], [2.4154, 0.4128, 5.9223], [3.3113, -1.9791, 5.5372], [3.3673, -3.9243, 4.0550], [1.9838, -3.9181, 1.9868], [-3.1051, -2.7940, 1.3782], [3.4196, 4.6769, -2.0913], [2.0172, 4.9516, -1.0427], [1.0651, 6.2133, -1.5692], [2.4419, 5.1764, -0.0651], [1.4708, 4.0627, -0.8768], [-7.6551, -0.3470, -2.5761], [-6.1730, 0.1391, -1.8691], [-5.1908, 0.7189, -2.7187], [-5.4344, 0.6933, -4.3743], [-3.9769, 1.1293, -2.1908], [-2.7518, 1.7728, -3.2016], [-3.6810, 1.0973, -0.7819], [-2.5892, 1.4723, -0.2422], [-4.8196, 0.6736, 0.0159], [-4.6420, 0.7421, 1.7412], [-6.0042, 0.1964, -0.5123], [-7.3608, -0.2171, 0.5224], [1.8444, 1.5398, -3.2969], [1.5926, 0.2912, -2.5084], [1.8003, -0.9080, -3.4149], [0.1475, 0.4027, -1.9390], [2.5541, 0.1633, -1.2765], [2.6843, -0.9926, -0.5143], [3.4116, -1.0453, 0.6420], [4.1162, 0.1066, 1.0921], [4.0565, 1.2266, 0.2846], [3.2486, 1.2943, -0.8429], [1.1633, 1.6159, -4.1564], [2.8797, 1.6710, -3.6656], [1.5817, 2.4869, -2.8135], [1.3622, -0.8910, -4.3863], [1.4734, -1.8361, -2.9105], [2.8464, -1.1240, -3.5305], [-0.5534, 0.2943, -2.7796], [2.1183, -1.9668, -0.8011], [3.3472, -1.9803, 1.2012], [4.7177, 0.1487, 1.9972], [4.6742, 2.0709, 0.6296], [3.1171, 2.2603, -1.3492]],
  "lowdin_charge": [0.779, 0.676, -0.694, -0.076, 0.012, -0.243, -0.152, -0.132, -0.064, 0.066, -0.195, -0.037, -0.090, -0.060, -0.150, -0.070, -0.058, -0.152, 0.119, -0.107, -0.073, 0.108, 0.140, 0.145, 0.058, 0.131, 0.097, 0.117, 0.100, 0.104, 0.127, 0.522, -1.138, 0.589, 0.034, -0.108, 0.638, -0.752, -0.761, 0.700, -0.613, 0.735, -0.473, -0.278, -0.592, 0.677, -0.711, 0.625, -0.088, -0.503, -0.046, -0.314, -0.158, -0.053, -0.091, -0.080, -0.101, -0.059, 0.094, 0.101, 0.044, 0.073, 0.082, 0.078, 0.042, 0.147, 0.074, 0.094, 0.104, 0.037],
  "total_charge": -1,
  "e_lumo_ev": 2.06,
  "spin_multiplicity": 1,
  "energy_ev": -147039.434,
  "largest_force_ev_per_a": 4.052
}

Record 3
{
  "formula": "C33H24F5HfO4PSe",
  "method": "ωB97M-V/def2-TZVPD",
  "symbols": ["Hf", "C", "O", "C", "C", "C", "C", "C", "C", "O", "C", "O", "C", "H", "H", "H", "H", "H", "H", "H", "H", "H", "F", "C", "C", "F", "C", "F", "C", "Se", "C", "F", "C", "F", "O", "P", "C", "C", "C", "C", "C", "C", "C", "C", "C", "C", "C", "C", "C", "C", "C", "C", "C", "C", "H", "H", "H", "H", "H", "H", "H", "H", "H", "H", "H", "H", "H", "H", "H"],
  "positions_angstrom": [[-0.4353, -0.2844, -0.6693], [-1.5995, -6.8683, -2.3374], [-2.7711, -6.3341, -1.7057], [-2.7575, -5.1191, -1.2147], [-3.9739, -4.6930, -0.6116], [-4.0597, -3.4582, -0.0721], [-2.9559, -2.5469, -0.0946], [-3.0799, -1.2767, 0.4772], [-4.3097, -0.8376, 1.2001], [-2.1255, -0.3870, 0.4223], [-1.7348, -3.0077, -0.6960], [-0.6450, -2.2374, -0.7127], [-1.6466, -4.2728, -1.2374], [-1.8717, -7.8669, -2.6588], [-0.7711, -6.9210, -1.6311], [-1.3246, -6.2641, -3.2020], [-4.8079, -5.3803, -0.6079], [-4.9919, -3.1441, 0.3747], [-4.5665, -1.5372, 1.9951], [-5.1558, -0.7943, 0.5118], [-4.1486, 0.1498, 1.6231], [-0.7049, -4.5802, -1.6666], [3.3272, 1.3946, -6.1833], [2.2434, 1.1601, -5.4701], [0.9898, 1.5094, -5.9575], [0.8872, 2.0747, -7.1451], [-0.1468, 1.2700, -5.1997], [-1.3310, 1.6145, -5.6869], [-0.0661, 0.6774, -3.9464], [-1.6334, 0.2887, -2.9247], [1.1962, 0.3504, -3.5065], [1.3153, -0.2309, -2.2491], [2.3533, 0.5690, -4.2203], [3.5332, 0.2301, -3.7201], [1.2912, -0.0792, 0.4725], [1.4121, 1.1314, 1.4381], [0.0175, 2.1543, 0.9315], [-1.0051, 2.5238, 1.8047], [-2.0593, 3.2940, 1.3366], [-2.1012, 3.6944, 0.0054], [-1.0926, 3.3267, -0.8746], [-0.0282, 2.5605, -0.4151], [1.1996, 0.5998, 3.1169], [1.6952, 1.3949, 4.1509], [1.4814, 1.0103, 5.4646], [0.7892, -0.1620, 5.7388], [0.3061, -0.9582, 4.7075], [0.5059, -0.5800, 3.3907], [2.9344, 2.0049, 1.2022], [2.9569, 3.3960, 1.0973], [4.1732, 4.0453, 0.9588], [5.3504, 3.3101, 0.9221], [5.3246, 1.9239, 1.0275], [4.1182, 1.2630, 1.1731], [-0.9695, 2.2149, 2.8421], [-2.8482, 3.5909, 2.0146], [-2.9235, 4.3025, -0.3468], [-1.1295, 3.6394, -1.9092], [0.8032, 2.3352, -1.0843], [2.2531, 2.2965, 3.9282], [1.8655, 1.6180, 6.2722], [0.6353, -0.4642, 6.7659], [-0.2147, -1.8791, 4.9318], [0.1549, -1.2091, 2.5813], [2.0374, 3.9676, 1.1281], [4.2007, 5.1233, 0.8796], [6.2974, 3.8210, 0.8118], [6.2463, 1.3593, 0.9995], [4.0914, 0.1833, 1.2590]],
  "lowdin_charge": [1.539, -0.012, -0.006, -0.238, 0.045, 0.020, -0.097, -0.289, 0.025, -0.178, -0.265, -0.200, 0.084, 0.107, 0.106, 0.107, 0.140, 0.126, 0.111, 0.115, 0.093, 0.130, 0.173, -0.121, -0.124, 0.171, -0.244, 0.113, -0.484, 0.789, -0.211, -0.045, -0.139, 0.153, -0.428, 0.871, -0.337, -0.044, -0.025, -0.019, -0.059, -0.165, -0.298, -0.054, -0.041, -0.035, -0.048, -0.065, -0.301, -0.067, -0.046, -0.034, -0.043, -0.053, 0.121, 0.125, 0.127, 0.125, 0.120, 0.118, 0.121, 0.122, 0.117, 0.100, 0.113, 0.120, 0.122, 0.121, 0.121],
  "total_charge": 2,
  "e_lumo_ev": -6.55,
  "spin_multiplicity": 1,
  "energy_ev": -132320.192,
  "largest_force_ev_per_a": 0.612
}

Calculated relative energy (zero: lowest compared OMol25 entry of this formula, charge and spin), 75.5, 0.0, 0.0 kJ/mol (same order as the records).